A molecular structure, C20H17F6N4O6S3, computed with ωB97M-V/def2-TZVPD.

The calculation puts the HOMO energy at -0.2403 hartree. As for the HOMO-LUMO gap: 7.371 eV.

ORCA input file:
```
! wB97M-V def2-TZVPD RIJCOSX def2/J DEFGRID3
* xyz -1 1
C -4.60 -1.49 -3.02
C -3.23 -2.10 -3.33
C -2.03 -1.40 -2.68
N -1.62 -2.03 -1.39
C -1.53 -1.29 -0.23
C -0.46 -1.29 0.60
C 0.77 -2.07 0.32
C 2.03 -1.47 0.16
C 3.12 -2.29 -0.08
C 2.93 -3.67 -0.16
N 1.74 -4.26 -0.02
C 0.70 -3.46 0.22
C -0.49 -0.51 1.86
O 0.52 -0.06 2.36
C -1.84 -0.34 2.50
C -2.01 -0.22 3.88
N -0.95 -0.22 4.77
C -3.32 -0.13 4.37
C -4.41 -0.12 3.51
S -6.06 0.03 4.18
C -4.23 -0.21 2.14
C -2.94 -0.34 1.65
C -2.72 -0.46 0.18
O -3.47 0.07 -0.61
H -4.56 -0.40 -3.02
H -4.96 -1.80 -2.03
H -5.34 -1.82 -3.75
H -3.23 -3.14 -3.02
H -3.08 -2.10 -4.41
H -2.22 -0.34 -2.54
H -1.18 -1.50 -3.35
H -0.75 -2.54 -1.52
H 2.15 -0.40 0.22
H 4.11 -1.87 -0.21
H 3.77 -4.32 -0.36
H -0.26 -3.95 0.36
H -0.05 -0.20 4.31
H -1.01 0.50 5.48
H -3.47 -0.04 5.44
H -6.15 -1.22 4.64
H -5.07 -0.19 1.46
C 5.18 5.02 -3.24
F 6.10 5.20 -4.18
F 5.12 6.13 -2.50
F 4.00 4.85 -3.84
S 5.64 3.55 -2.22
O 6.90 3.90 -1.62
O 5.63 2.45 -3.14
N 4.40 3.61 -1.25
S 4.20 2.56 -0.10
O 5.13 2.66 1.00
O 3.85 1.23 -0.55
C 2.62 3.25 0.56
F 1.66 3.24 -0.37
F 2.77 4.50 0.99
F 2.22 2.50 1.58
*
```

Here are the Löwdin charges for atoms 1 to 4, given in e: -0.1193, -0.2419, -0.1794, 0.0679



A molecular structure, C13H21BN6OW at a distorted geometry, computed with ωB97M-V/def2-TZVPD.

The calculation puts the HOMO energy (alpha / beta) at -0.5947 / -0.5983 hartree. As for the HOMO-LUMO gap (alpha / beta): 6.596 / 7.448 eV. As for the expectation value of S²: 2.0302. The calculation puts the relative energy (zero: lowest compared OMol25 entry of this formula, charge and spin) at 0.000 eV.

ORCA input file:
```
! wB97M-V def2-TZVPD RIJCOSX def2/J DEFGRID3
* xyz 2 3
H -1.20 -0.17 3.05
N -1.33 -0.34 0.90
B -2.28 -0.79 -1.47
N -2.35 -0.79 0.08
C -3.39 -1.24 0.80
W 0.33 0.27 -0.19
H -4.27 -1.65 0.30
C -3.07 -1.06 2.16
H -3.69 -1.34 2.98
C -1.78 -0.46 2.18
H -3.32 -1.10 -1.98
C 4.19 0.65 -0.50
H 5.09 1.01 0.02
H 3.60 1.48 -0.96
H 4.46 -0.15 -1.21
N -1.22 -1.81 -1.88
N -1.81 0.59 -2.01
N 0.06 -1.67 -1.43
N -0.77 1.33 -1.52
C -1.38 -2.91 -2.66
C -2.34 1.29 -3.01
H -2.35 -3.13 -3.09
H -3.15 0.89 -3.58
C -0.15 -3.57 -2.72
C -1.67 2.51 -3.11
C 0.73 -2.77 -1.95
C -0.69 2.54 -2.12
H -0.01 -4.50 -3.25
H -1.86 3.25 -3.82
H 1.77 -3.09 -1.84
H 0.04 3.29 -1.83
H 3.44 0.31 0.23
C 3.03 0.73 3.13
C 1.65 0.91 2.51
C 0.83 1.87 3.36
O 1.62 1.23 1.15
H 3.59 1.67 3.18
H 3.64 -0.01 2.58
H 2.96 0.36 4.18
H 1.16 -0.06 2.60
H 1.34 2.85 3.40
H -0.17 2.04 2.95
H 0.71 1.52 4.40
*
```

Here are the Löwdin charges for atoms 1 to 4, given in e: 0.1239, -0.1285, -0.5054, -0.0254



8 unconnected molecules or ions with the total composition C48H120O32P8 at a distorted geometry, computed with ωB97M-V/def2-TZVPD.

The calculation puts the HOMO energy at -0.3833 hartree. As for the HOMO-LUMO gap: 10.839 eV. Its SMILES is CCOP(=O)(OCC)OCC.CCOP(=O)(OCC)OCC.CCOP(=O)(OCC)OCC.CCOP(=O)(OCC)OCC.CCOP(=O)(OCC)OCC.CCOP(=O)(OCC)OCC.CCOP(=O)(OCC)OCC.CCOP(=O)(OCC)OCC. The calculation puts the relative energy (zero: lowest compared OMol25 entry of this formula, charge and spin) at 4.308 eV.

ORCA input file:
```
! wB97M-V def2-TZVPD RIJCOSX def2/J DEFGRID3
* xyz 0 1
C 28.19 -13.14 54.24
C 26.71 -12.77 53.98
O 26.54 -11.79 52.99
P 26.80 -12.20 51.44
O 27.77 -13.24 51.07
O 27.21 -10.75 50.81
C 26.33 -9.70 51.04
C 25.42 -9.63 49.86
O 25.24 -12.44 50.92
C 24.65 -13.73 50.90
C 23.19 -13.45 50.73
H 28.29 -13.86 55.06
H 28.59 -13.61 53.35
H 28.74 -12.25 54.52
H 26.09 -13.61 53.66
H 26.31 -12.30 54.88
H 25.73 -9.83 51.95
H 26.86 -8.75 51.10
H 26.12 -9.42 49.05
H 24.91 -10.56 49.61
H 24.79 -8.74 49.90
H 24.96 -14.25 49.99
H 24.87 -14.38 51.75
H 22.86 -12.65 51.39
H 22.88 -13.17 49.72
H 22.52 -14.26 51.02
C 29.78 -20.68 31.90
C 30.54 -19.51 32.50
O 31.18 -18.66 31.54
P 30.39 -17.34 31.10
O 28.99 -17.48 30.70
O 30.54 -16.38 32.44
C 29.92 -15.08 32.42
C 29.46 -14.57 33.76
O 31.38 -16.55 29.99
C 31.57 -17.06 28.70
C 30.90 -16.12 27.71
H 28.99 -20.24 31.30
H 30.42 -21.19 31.19
H 29.34 -21.36 32.63
H 29.86 -18.92 33.11
H 31.26 -19.88 33.23
H 30.71 -14.44 32.03
H 29.02 -15.09 31.80
H 30.38 -14.49 34.34
H 28.83 -13.69 33.64
H 28.88 -15.30 34.31
H 32.62 -17.04 28.40
H 31.28 -18.11 28.71
H 31.41 -15.19 27.51
H 30.95 -16.63 26.75
H 29.85 -15.94 27.97
C 14.06 -14.53 46.13
C 13.10 -13.85 45.20
O 11.78 -13.77 45.68
P 11.22 -12.45 46.50
O 11.17 -11.20 45.70
O 9.76 -13.04 47.07
C 8.57 -12.92 46.28
C 8.29 -14.11 45.40
O 12.18 -12.36 47.82
C 12.23 -13.41 48.78
C 13.48 -13.48 49.71
H 13.74 -15.51 46.47
H 15.04 -14.66 45.67
H 14.27 -13.87 46.97
H 13.48 -12.84 45.01
H 13.12 -14.34 44.23
H 7.74 -12.71 46.94
H 8.62 -12.01 45.68
H 9.15 -14.48 44.83
H 7.99 -14.90 46.08
H 7.45 -13.91 44.74
H 11.35 -13.27 49.41
H 12.18 -14.41 48.35
H 13.57 -14.27 50.45
H 14.33 -13.39 49.04
H 13.44 -12.56 50.30
C 15.83 -13.75 26.29
C 16.94 -14.26 25.37
O 18.09 -14.70 26.05
P 19.17 -13.63 26.57
O 18.89 -12.24 26.10
O 19.09 -13.86 28.16
C 18.79 -12.79 29.01
C 19.99 -12.44 29.92
O 20.60 -14.27 26.14
C 21.71 -14.32 26.98
C 22.42 -12.94 27.18
H 16.28 -13.00 26.94
H 14.98 -13.28 25.79
H 15.39 -14.54 26.90
H 16.46 -15.07 24.83
H 17.11 -13.56 24.55
H 18.55 -11.87 28.49
H 17.94 -13.11 29.63
H 19.65 -11.63 30.56
H 20.35 -13.26 30.54
H 20.93 -12.05 29.52
H 21.32 -14.60 27.96
H 22.47 -15.03 26.66
H 22.78 -12.58 26.21
H 21.76 -12.13 27.49
H 23.26 -12.91 27.87
C 18.56 -14.22 39.55
C 19.68 -13.24 39.94
O 19.16 -12.16 40.75
P 20.19 -11.09 41.37
O 21.44 -11.69 41.90
O 19.25 -10.23 42.36
C 19.77 -9.15 43.11
C 18.60 -8.21 43.12
O 20.46 -10.03 40.18
C 21.69 -10.21 39.42
C 22.70 -9.28 40.00
H 18.89 -14.91 38.78
H 18.42 -14.78 40.48
H 17.60 -13.81 39.25
H 20.52 -13.71 40.45
H 20.08 -12.74 39.06
H 20.00 -9.53 44.10
H 20.69 -8.74 42.71
H 18.48 -7.89 42.08
H 17.74 -8.74 43.52
H 18.65 -7.28 43.69
H 22.10 -11.21 39.29
H 21.41 -9.85 38.43
H 23.17 -9.77 40.85
H 23.45 -9.07 39.24
H 22.13 -8.39 40.28
C 25.14 -18.01 36.86
C 24.82 -19.47 37.21
O 24.80 -19.60 38.61
P 26.13 -20.12 39.39
O 26.66 -21.36 38.79
O 27.17 -18.83 39.40
C 28.56 -18.96 39.77
C 28.85 -19.19 41.22
O 25.72 -20.20 40.96
C 25.22 -19.08 41.69
C 23.87 -19.43 42.35
H 25.06 -17.85 35.78
H 24.40 -17.39 37.36
H 26.10 -17.84 37.34
H 23.81 -19.66 36.86
H 25.32 -20.27 36.66
H 29.17 -19.61 39.14
H 28.92 -17.97 39.51
H 28.62 -20.20 41.57
H 29.89 -18.90 41.38
H 28.39 -18.50 41.93
H 25.94 -18.74 42.43
H 25.05 -18.32 40.92
H 23.08 -19.49 41.61
H 23.79 -20.42 42.82
H 23.55 -18.67 43.06
C 36.65 -14.79 40.82
C 36.10 -13.85 41.89
O 34.85 -13.46 41.37
P 34.20 -12.18 42.17
O 35.08 -11.57 43.22
O 33.69 -11.24 40.95
C 33.25 -9.90 41.29
C 33.63 -8.92 40.13
O 32.88 -12.87 42.75
C 32.01 -12.11 43.55
C 30.64 -12.06 42.89
H 36.82 -14.17 39.93
H 37.55 -15.22 41.26
H 35.99 -15.59 40.50
H 35.91 -14.38 42.83
H 36.78 -13.03 42.11
H 32.16 -9.88 41.39
H 33.65 -9.47 42.22
H 33.11 -9.19 39.20
H 33.36 -7.87 40.27
H 34.68 -8.98 39.86
H 31.90 -12.55 44.54
H 32.38 -11.10 43.75
H 29.92 -11.51 43.50
H 30.62 -11.47 41.98
H 30.24 -13.06 42.72
C 36.16 -26.66 36.13
C 35.61 -27.60 37.21
O 36.24 -27.22 38.45
P 35.42 -26.12 39.38
O 35.11 -24.85 38.62
O 34.16 -26.97 39.98
C 33.02 -26.34 40.64
C 33.14 -26.65 42.16
O 36.33 -25.91 40.71
C 36.02 -24.90 41.63
C 37.04 -23.78 41.64
H 35.91 -25.62 36.35
H 37.23 -26.77 35.97
H 35.67 -26.87 35.18
H 34.53 -27.52 37.29
H 35.92 -28.61 36.96
H 33.05 -25.25 40.56
H 32.10 -26.71 40.19
H 33.24 -27.72 42.38
H 33.88 -26.07 42.70
H 32.27 -26.37 42.75
H 35.05 -24.45 41.41
H 35.87 -25.35 42.61
H 37.16 -23.55 40.58
H 36.70 -22.88 42.16
H 38.04 -24.08 41.95
*
```

Here are the Löwdin charges for atoms 1 to 4, given in e: -0.0610, -0.2830, -0.2015, 0.5334



Looking at M for the records above, in order, we have 619.6, 472.0, 1457.2 g mol⁻¹.